Entry 1:
Computed, not measured: a molecular structure, C45H42BrCaN5O3P2S2, with ωB97M-V/def2-TZVPD.

Positions of all 101 atoms, in Å:
Ca -0.3367 -1.5854 -0.1398
N -8.0904 -4.5720 1.9276
C -6.7669 -4.2651 1.6714
C -6.4377 -3.2690 0.7448
C -5.1188 -2.9325 0.5212
C -4.1129 -3.5864 1.2198
C -4.4220 -4.5697 2.1470
C -5.7409 -4.9102 2.3692
S -2.4422 -3.1447 0.9469
O -2.2880 -2.9028 -0.5020
O -1.5869 -4.1879 1.4623
N -2.0650 -1.7231 1.5361
C -1.9001 -1.5355 2.8863
N -2.5525 -2.3087 3.7617
C -2.3586 -2.0373 5.0462
C -1.5382 -1.0137 5.4854
C -0.9080 -0.2751 4.4960
N -1.0767 -0.5249 3.2070
H -8.7567 -4.3205 1.2173
H -8.2709 -5.4669 2.3498
H -7.2259 -2.7621 0.2018
H -4.8643 -2.1688 -0.2020
H -3.6228 -5.0582 2.6865
H -5.9871 -5.6785 3.0916
H -2.8867 -2.6703 5.7522
H -1.3950 -0.8067 6.5352
H -0.2347 0.5435 4.7350
C 1.5456 6.3999 0.8847
S 2.8678 6.4132 -0.3406
C 3.3996 4.6869 -0.2341
C 2.3285 3.6793 -0.6129
C 2.8218 2.2405 -0.4651
N 1.8107 1.2039 -0.6166
P 1.4239 -0.4076 -2.2060
C 1.1073 0.9198 -3.4073
C 2.0914 1.8356 -3.7673
C 1.7886 2.8948 -4.6086
C 0.4996 3.0452 -5.1044
C -0.4798 2.1249 -4.7645
C -0.1759 1.0659 -3.9210
C 3.2265 -0.7459 -2.2431
C 3.8489 -1.0597 -3.4508
C 5.2011 -1.3683 -3.4849
C 5.9395 -1.3858 -2.3100
C 5.3266 -1.0805 -1.1028
C 3.9789 -0.7530 -1.0708
P 0.6081 1.0067 0.4781
C 1.2435 1.5652 2.1035
C 0.8960 2.7655 2.7145
C 1.4521 3.1261 3.9367
C 2.3714 2.2953 4.5595
C 2.7330 1.0976 3.9547
C 2.1692 0.7394 2.7405
C -0.8164 2.1406 0.1845
C -1.8864 2.1717 1.0841
C -3.0218 2.9135 0.8005
C -3.1143 3.6209 -0.3931
C -2.0708 3.5709 -1.3044
C -0.9308 2.8285 -1.0198
H 1.2551 7.4349 1.0558
H 1.8993 5.9754 1.8253
H 0.6729 5.8472 0.5392
H 3.7628 4.4957 0.7798
H 4.2608 4.6114 -0.9023
H 1.9892 3.8635 -1.6349
H 1.4608 3.8155 0.0355
H 3.3182 2.1584 0.5157
H 3.6164 2.0592 -1.1990
H 3.0969 1.7260 -3.3827
H 2.5595 3.6069 -4.8742
H 0.2619 3.8747 -5.7578
H -1.4845 2.2312 -5.1527
H -0.9517 0.3545 -3.6605
H 3.2740 -1.0541 -4.3697
H 5.6760 -1.6002 -4.4292
H 6.9929 -1.6332 -2.3355
H 5.9027 -1.0848 -0.1863
H 3.4957 -0.4646 -0.1448
H 0.1835 3.4278 2.2374
H 1.1672 4.0635 4.3983
H 2.8062 2.5776 5.5096
H 3.4508 0.4426 4.4323
H 2.4521 -0.2010 2.2763
H -1.8202 1.6035 2.0068
H -3.8403 2.9365 1.5095
H -4.0026 4.1991 -0.6134
H -2.1400 4.1046 -2.2441
H -0.1261 2.7706 -1.7414
Br -0.3309 -7.0095 -0.1698
C 0.1003 -5.4553 -1.1436
C -0.5977 -5.1545 -2.3004
C -0.2738 -4.0123 -3.0155
C 0.7424 -3.1646 -2.5862
C 1.4425 -3.4887 -1.4166
C 1.1233 -4.6317 -0.6930
H -1.3967 -5.8028 -2.6315
H -0.8080 -3.7560 -3.9210
H 2.2813 -2.8784 -1.0957
H 1.6725 -4.8924 0.2015
O 0.6659 -1.8355 -4.5277
C 0.9920 -1.8791 -3.3612

The lowest unoccupied orbital energy comes out at -0.18 eV. The calculation puts the largest force on an atom at 0.44 eV/Å. The orbital gap is 7.203 eV. The value obtained for the highest occupied orbital energy is -7.39 eV.

Results of the Löwdin charge analysis, in e, for atoms 1 through 99: atom 1 (Ca): 1.242, atom 2 (N): 0.102, atom 3 (C): -0.317, atom 4 (C): -0.027, atom 5 (C): -0.053, atom 6 (C): -0.304, atom 7 (C): -0.058, atom 8 (C): -0.024, atom 9 (S): 0.542, atom 10 (O): -0.447, atom 11 (O): -0.322, atom 12 (N): -0.229, atom 13 (C): -0.475, atom 14 (N): 0.137, atom 15 (C): -0.125, atom 16 (C): -0.056, atom 17 (C): -0.121, atom 18 (N): 0.120, atom 19 (H): 0.091, atom 20 (H): 0.091, atom 21 (H): 0.112, atom 22 (H): 0.118, atom 23 (H): 0.114, atom 24 (H): 0.112, atom 25 (H): 0.109, atom 26 (H): 0.096, atom 27 (H): 0.103, atom 28 (C): -0.425, atom 29 (S): 0.786, atom 30 (C): -0.520, atom 31 (C): -0.271, atom 32 (C): -0.315, atom 33 (N): -0.406, atom 34 (P): 0.978, atom 35 (C): -0.358, atom 36 (C): -0.092, atom 37 (C): -0.077, atom 38 (C): -0.085, atom 39 (C): -0.084, atom 40 (C): -0.110, atom 41 (C): -0.359, atom 42 (C): -0.080, atom 43 (C): -0.072, atom 44 (C): -0.083, atom 45 (C): -0.075, atom 46 (C): -0.114, atom 47 (P): 0.804, atom 48 (C): -0.360, atom 49 (C): -0.092, atom 50 (C): -0.086, atom 51 (C): -0.098, atom 52 (C): -0.092, atom 53 (C): -0.124, atom 54 (C): -0.358, atom 55 (C): -0.115, atom 56 (C): -0.087, atom 57 (C): -0.095, atom 58 (C): -0.081, atom 59 (C): -0.098, atom 60 (H): 0.026, atom 61 (H): 0.032, atom 62 (H): 0.024, atom 63 (H): 0.078, atom 64 (H): 0.074, atom 65 (H): 0.100, atom 66 (H): 0.070, atom 67 (H): 0.102, atom 68 (H): 0.097, atom 69 (H): 0.100, atom 70 (H): 0.105, atom 71 (H): 0.101, atom 72 (H): 0.104, atom 73 (H): 0.108, atom 74 (H): 0.111, atom 75 (H): 0.105, atom 76 (H): 0.102, atom 77 (H): 0.104, atom 78 (H): 0.083, atom 79 (H): 0.098, atom 80 (H): 0.103, atom 81 (H): 0.100, atom 82 (H): 0.102, atom 83 (H): 0.094, atom 84 (H): 0.085, atom 85 (H): 0.101, atom 86 (H): 0.098, atom 87 (H): 0.102, atom 88 (H): 0.079, atom 89 (Br): 0.786, atom 90 (C): -0.690, atom 91 (C): -0.100, atom 92 (C): -0.010, atom 93 (C): -0.234, atom 94 (C): -0.114, atom 95 (C): -0.123, atom 96 (H): 0.111, atom 97 (H): 0.126, atom 98 (H): 0.098, atom 99 (H): 0.111


Entry 2:
Computed, not measured: a molecular structure, C45H42ClCsN7O9STe, with ωB97M-V/def2-TZVPD.

Positions of all 107 atoms, in Å:
Cs 1.4620 -0.2898 -1.0292
C -3.0312 -0.5606 -4.7774
C -2.3529 -0.8505 -3.4696
N -1.8637 0.0199 -2.6785
N -1.8490 1.3171 -3.1335
C -1.7760 2.3682 -2.2749
N -1.3149 3.5069 -2.8976
S -2.2525 2.3291 -0.6996
C -2.1634 -2.2627 -3.0312
C -3.2358 -3.1179 -2.8080
C -2.9656 -4.3888 -2.3327
C -1.6452 -4.7431 -2.0885
C -0.6477 -3.8142 -2.3478
N -0.8966 -2.6012 -2.8418
H -3.7209 0.2797 -4.6762
H -3.5795 -1.4323 -5.1279
H -2.2974 -0.3122 -5.5513
H -1.7526 1.4919 -4.1233
H -0.5393 3.3784 -3.5334
H -1.1993 4.2773 -2.2595
H -4.2499 -2.7709 -2.9517
H -3.7737 -5.0802 -2.1283
H -1.3860 -5.7183 -1.6979
H 0.3928 -4.0406 -2.1539
O 3.6841 0.0863 0.2180
C 4.0612 0.1021 1.3750
C 3.2444 0.0678 2.5813
C 3.9277 0.2444 3.7797
C 3.2510 0.3164 4.9769
C 1.8461 0.2319 5.0093
C 1.1532 0.0445 3.8533
C 1.8029 -0.0866 2.5699
O 1.1550 -0.3421 1.5244
N 3.9838 0.5017 6.2061
O 3.3507 0.5946 7.2489
O 5.2025 0.5974 6.1522
H 5.1476 0.1860 1.5891
H 5.0065 0.3380 3.7774
H 1.3406 0.3132 5.9616
H 0.0731 -0.0266 3.8594
O -3.0276 1.7179 5.6831
C -2.5568 2.9169 5.2631
O -2.7633 3.8987 5.9220
C -1.7970 2.9204 3.9782
C -0.8964 3.9573 3.7591
C -0.1725 4.0116 2.5804
C -0.3508 3.0294 1.6072
C -1.2336 1.9778 1.8332
C -1.9633 1.9370 3.0048
N 0.3525 3.0190 0.3884
C 0.4457 4.0790 -0.2889
C 1.1249 4.0640 -1.6112
C 1.5588 5.2400 -2.2105
C 2.1633 5.1639 -3.4590
C 2.2968 3.9250 -4.0645
C 1.8194 2.8068 -3.3859
N 1.2505 2.8715 -2.1901
H -2.7345 1.0233 5.0808
H -0.7720 4.7122 4.5235
H 0.5546 4.7979 2.4209
H -1.3373 1.2126 1.0764
H -2.6793 1.1314 3.1383
H -0.0045 5.0283 0.0272
H 1.4323 6.1891 -1.7044
H 2.5237 6.0616 -3.9454
H 2.7556 3.8188 -5.0382
H 1.9006 1.8053 -3.8023
Cl 6.3698 -3.2109 -6.5135
C 5.1732 -2.3958 -5.5252
C 4.8322 -1.0620 -5.8133
C 3.8923 -0.4146 -5.0675
C 3.1952 -1.0384 -3.9660
O 2.2879 -0.4311 -3.3396
C 3.6136 -2.3894 -3.6759
C 3.0948 -3.1739 -2.5832
O 2.3576 -2.8140 -1.6762
C 4.5731 -3.0353 -4.4819
H 5.3241 -0.5582 -6.6368
H 3.6279 0.6120 -5.2932
H 3.4321 -4.2328 -2.6047
H 4.8417 -4.0604 -4.2500
C 1.1506 -5.2267 0.6656
Te 1.3385 -3.1153 1.0029
C 0.4200 -3.2636 2.9352
H 0.0966 -5.4953 0.6047
H 1.6337 -5.7916 1.4605
H 1.6392 -5.4593 -0.2803
H 1.1623 -3.2614 3.7299
H -0.1576 -4.1870 2.9710
H -0.2446 -2.4128 3.0721
C -2.3111 -2.1380 0.6198
C -3.4976 -1.2133 0.5453
O -4.1478 -1.0745 -0.4668
C -3.8755 -0.4516 1.7858
C -4.7030 0.6599 1.6551
C -5.0517 1.4025 2.7717
C -4.5912 1.0291 4.0291
C -3.7763 -0.0858 4.1670
C -3.4072 -0.8170 3.0452
H -1.8000 -2.2085 -0.3380
H -2.6624 -3.1301 0.9192
H -1.5735 -1.8082 1.3497
H -5.0420 0.9352 0.6651
H -5.6722 2.2827 2.6631
H -4.8541 1.6167 4.8996
H -3.4184 -0.3789 5.1466
H -2.7526 -1.6727 3.1533

The lowest unoccupied orbital energy comes out at 1.55 eV. The net charge is -1. The calculation puts the largest force on an atom at 2.84 eV/Å. The orbital gap is 6.555 eV. The value obtained for the highest occupied orbital energy is -5.00 eV.

Results of the Löwdin charge analysis, in e, for atoms 1 through 99: atom 1 (Cs): 1.350, atom 2 (C): -0.016, atom 3 (C): -0.271, atom 4 (N): 0.118, atom 5 (N): -0.022, atom 6 (C): -0.831, atom 7 (N): 0.085, atom 8 (S): 0.836, atom 9 (C): -0.264, atom 10 (C): -0.029, atom 11 (C): -0.067, atom 12 (C): -0.060, atom 13 (C): -0.130, atom 14 (N): 0.149, atom 15 (H): 0.085, atom 16 (H): 0.077, atom 17 (H): 0.088, atom 18 (H): 0.138, atom 19 (H): 0.076, atom 20 (H): 0.068, atom 21 (H): 0.117, atom 22 (H): 0.105, atom 23 (H): 0.100, atom 24 (H): 0.082, atom 25 (O): -0.211, atom 26 (C): -0.227, atom 27 (C): -0.112, atom 28 (C): 0.034, atom 29 (C): -0.175, atom 30 (C): -0.001, atom 31 (C): -0.010, atom 32 (C): -0.415, atom 33 (O): -0.436, atom 34 (N): -0.376, atom 35 (O): 0.034, atom 36 (O): 0.033, atom 37 (H): 0.123, atom 38 (H): 0.120, atom 39 (H): 0.114, atom 40 (H): 0.100, atom 41 (O): 0.031, atom 42 (C): -0.467, atom 43 (O): 0.114, atom 44 (C): -0.115, atom 45 (C): -0.004, atom 46 (C): -0.004, atom 47 (C): -0.290, atom 48 (C): -0.117, atom 49 (C): -0.018, atom 50 (N): 0.110, atom 51 (C): -0.131, atom 52 (C): -0.291, atom 53 (C): -0.027, atom 54 (C): -0.065, atom 55 (C): -0.049, atom 56 (C): -0.130, atom 57 (N): 0.091, atom 58 (H): 0.037, atom 59 (H): 0.119, atom 60 (H): 0.111, atom 61 (H): 0.038, atom 62 (H): 0.047, atom 63 (H): 0.133, atom 64 (H): 0.111, atom 65 (H): 0.105, atom 66 (H): 0.103, atom 67 (H): 0.088, atom 68 (Cl): 0.589, atom 69 (C): -0.688, atom 70 (C): -0.122, atom 71 (C): -0.017, atom 72 (C): -0.396, atom 73 (O): -0.386, atom 74 (C): -0.123, atom 75 (C): -0.230, atom 76 (O): -0.297, atom 77 (C): -0.090, atom 78 (H): 0.097, atom 79 (H): 0.097, atom 80 (H): 0.122, atom 81 (H): 0.106, atom 82 (C): -0.453, atom 83 (Te): 1.303, atom 84 (C): -0.420, atom 85 (H): -0.016, atom 86 (H): -0.009, atom 87 (H): -0.014, atom 88 (H): -0.001, atom 89 (H): -0.003, atom 90 (H): -0.035, atom 91 (C): -0.005, atom 92 (C): -0.377, atom 93 (O): 0.076, atom 94 (C): -0.146, atom 95 (C): -0.008, atom 96 (C): -0.036, atom 97 (C): -0.091, atom 98 (C): -0.130, atom 99 (C): -0.015


Number 1: DFT total energy -6970.2888 Eh. Number 2: DFT total energy -3946.9219 Eh.